Computed, not measured: 4 unconnected molecules or ions with the total composition C27H27F24N3O3P, with ωB97M-V/def2-TZVPD.

Positions of all 85 atoms, in Å:
C (-3.2786, -0.6373, -0.2500)
C (-3.1803, 0.1127, -1.4611)
C (-2.8378, 1.1292, -2.7443)
C (-1.1787, 1.3309, -2.7627)
C (-0.5856, 2.2139, -1.4728)
C (1.0406, 2.4109, -1.3953)
C (1.6998, 3.2689, -0.1633)
C (2.0952, 4.0194, 0.9721)
C (1.9634, 1.7230, -2.6006)
P (3.8697, 1.9542, -2.4181)
N (4.7070, 0.7266, -3.0920)
N (1.3229, 0.9449, -3.7441)
C (-0.1784, 0.7040, -3.9005)
C (-0.7588, -0.1633, -5.1797)
C (-1.7186, -1.4208, -4.7491)
N (-1.3340, -2.0507, -3.3940)
H (-2.9487, -1.3558, 0.6444)
H (-3.3620, 2.1868, -2.5679)
H (-3.2557, 0.6858, -3.7435)
H (-1.3422, 2.6545, -0.6644)
H (2.2939, 4.4587, 2.0576)
H (4.1723, 2.0398, -0.9839)
H (4.1979, 3.2554, -2.9600)
H (5.3390, 1.1270, -3.8301)
H (1.9305, 0.4973, -4.4940)
H (0.1483, -0.5669, -5.8268)
H (-1.3497, 0.5781, -5.8679)
H (-2.8772, -1.1933, -4.7974)
H (-1.5349, -2.2810, -5.5535)
H (-0.4153, -2.5744, -3.5067)
H (-2.0485, -2.8057, -3.2706)
C (-0.0253, -2.1143, 0.5608)
C (1.0305, -1.0293, 0.3015)
C (2.1907, -1.4646, -0.5868)
F (2.8977, -2.4815, -0.0455)
F (3.0707, -0.4419, -0.7606)
F (1.4735, -0.5426, 1.4915)
F (0.3935, 0.0173, -0.3120)
O (0.0888, -2.8162, 1.8009)
C (0.9847, -3.9259, 1.7948)
C (2.1675, -3.7401, 2.7540)
F (2.9034, -2.6457, 2.4298)
F (3.0132, -4.8025, 2.7019)
F (1.3727, -4.1828, 0.5230)
F (0.2447, -4.9998, 2.1833)
H (-0.9901, -1.5967, 0.6322)
H (-0.1456, -2.7967, -0.2891)
H (1.8408, -1.7708, -1.5773)
H (1.8242, -3.6219, 3.7842)
C (-7.5778, -1.2803, 0.1364)
C (-7.0816, 0.0619, -0.4217)
C (-6.4385, 0.9845, 0.6077)
F (-7.2996, 1.3396, 1.5872)
F (-6.0306, 2.1433, 0.0236)
F (-8.1030, 0.6811, -1.0719)
F (-6.1476, -0.2200, -1.3838)
O (-8.9740, -1.3579, 0.4335)
C (-9.3527, -0.8739, 1.7205)
C (-10.2907, 0.3378, 1.6475)
F (-9.7089, 1.3787, 0.9975)
F (-10.6084, 0.7881, 2.8897)
F (-8.2406, -0.6361, 2.4559)
F (-9.9895, -1.9097, 2.3316)
H (-7.4307, -2.0203, -0.6603)
H (-6.9595, -1.6466, 0.9647)
H (-5.5607, 0.5191, 1.0661)
H (-11.2160, 0.0884, 1.1233)
C (6.9503, -0.0453, 3.4646)
C (5.5522, 0.5567, 3.6688)
C (4.8318, 0.9520, 2.3844)
F (5.4975, 1.9055, 1.6956)
F (3.6063, 1.4722, 2.6634)
F (5.6379, 1.6049, 4.5310)
F (4.7939, -0.3879, 4.3092)
O (8.0503, 0.8507, 3.6401)
C (8.3987, 1.6226, 2.4926)
C (8.2209, 3.1302, 2.7141)
F (6.9330, 3.4403, 3.0138)
F (8.5354, 3.8314, 1.5934)
F (7.7146, 1.1634, 1.4178)
F (9.7085, 1.3475, 2.2465)
H (7.0838, -0.7936, 4.2560)
H (7.0304, -0.6182, 2.5330)
H (4.6824, 0.0881, 1.7297)
H (8.8517, 3.4851, 3.5322)

HOMO energy	-11.853	eV
net charge	+1
LUMO energy	-0.1841	Eh
energy relative to the best compared isomer or geometry (same formula, charge and spin)	621.9	kJ/mol
DFT total energy	-4172.24356	hartree

=====

Computed, not measured: a molecular structure, C18H27N2O5P2SSr, with ωB97M-V/def2-TZVPD.

Positions of all 56 atoms, in Å:
Sr (-0.4121, -0.9065, -1.0860)
P (-2.3825, 0.4254, 0.8322)
C (-2.1934, 2.1111, 0.1081)
C (-0.7644, 2.6388, 0.1315)
N (0.2693, 1.8010, -0.1146)
C (1.5199, 2.3082, -0.0069)
C (1.7679, 3.6498, 0.2768)
C (0.7061, 4.5264, 0.4504)
C (-0.5792, 4.0030, 0.3586)
C (2.7510, 1.4257, -0.1326)
P (2.5348, -0.0845, -1.1473)
H (-1.4589, 4.6320, 0.4726)
H (2.8052, 3.9730, 0.3565)
H (0.8803, 5.5809, 0.6472)
H (3.5867, 1.9971, -0.5764)
H (3.0675, 1.0740, 0.8709)
H (-2.5444, 2.0315, -0.9473)
H (-2.8643, 2.7927, 0.6617)
H (-0.6103, -0.1421, -3.9707)
O (-0.9959, 0.3563, -3.2147)
H (-1.6435, 0.9800, -3.5719)
H (0.4423, -2.6481, -3.8830)
O (0.4676, -1.6777, -3.6881)
H (0.9503, -1.2916, -4.4630)
C (3.0260, 0.5210, -2.8058)
H (4.0933, 0.7842, -2.8513)
H (2.8257, -0.2591, -3.5591)
H (2.4384, 1.4107, -3.0769)
C (4.0011, -0.9959, -0.5561)
H (4.0209, -1.9906, -1.0217)
H (4.9389, -0.4613, -0.7686)
H (3.9031, -1.1386, 0.5292)
C (-2.3436, 0.7982, 2.6320)
H (-3.1640, 1.4727, 2.9221)
H (-2.4384, -0.1586, 3.1679)
H (-1.3856, 1.2641, 2.9034)
C (-4.1707, 0.1917, 0.5723)
H (-4.3984, -0.8540, 0.8163)
H (-4.7566, 0.8664, 1.2071)
H (-4.4134, 0.3897, -0.4784)
O (-2.4850, -4.6784, 0.1908)
S (-2.1941, -3.7218, 1.2220)
O (-3.2995, -3.0097, 1.8295)
N (-1.0265, -2.6499, 0.7232)
C (0.1011, -2.6365, 1.4839)
O (1.0583, -1.8716, 1.1810)
C (0.0104, -3.6285, 2.6022)
C (0.9620, -3.9069, 3.6075)
C (0.8119, -5.0783, 4.3568)
C (-0.2911, -5.9282, 4.1184)
C (-1.3171, -5.5717, 3.2135)
C (-1.1362, -4.3975, 2.4794)
H (1.7962, -3.2100, 3.7777)
H (1.5663, -5.3557, 5.1069)
H (-0.3593, -6.8804, 4.6410)
H (-2.2264, -6.1550, 3.0572)

HOMO energy	-11.143	eV
net charge	+1
LUMO energy	-0.1141	Eh
energy relative to the best compared isomer or geometry (same formula, charge and spin)	0.0	kJ/mol
DFT total energy	-2299.35743	hartree

=====

Computed, not measured: 2 unconnected molecules or ions with the total composition C5H12NO, with ωB97M-V/def2-TZVPD.

Positions of all 19 atoms, in Å:
C (-1.3657, 0.4891, 1.1055)
C (0.0891, 0.6479, 0.5252)
C (0.0575, 0.9419, -0.9842)
C (0.1305, 2.2155, -1.5060)
C (0.2497, -1.5272, -1.4952)
N (0.3982, -0.2561, -1.7711)
H (-2.1089, 1.2018, 0.7926)
H (-1.3847, 0.3198, 2.1804)
H (-1.8377, -0.3677, 0.6660)
H (0.6394, -0.2730, 0.6231)
H (0.6293, 1.5189, 1.0231)
H (-0.0278, 3.1761, -0.9488)
H (0.2497, 2.2943, -2.6107)
H (0.7228, -2.2426, -2.2482)
H (0.0885, -1.8510, -0.4408)
H (0.0962, -0.0815, -2.7642)
H (1.8677, -1.8245, 2.7638)
H (0.6040, -2.6687, 2.5055)
O (0.9022, -1.7130, 2.5841)

HOMO energy (alpha / beta)	-6.068 / -8.696	eV
expectation value of S²	0.76
LUMO energy (alpha / beta)	0.0247 / 0.0236	Eh
2S+1	2
energy relative to the best compared isomer or geometry (same formula, charge and spin)	114.1	kJ/mol
DFT total energy	-327.58364	hartree

=====

Computed, not measured: a single C3H10N2S molecule, with ωB97M-V/def2-TZVPD.

Positions of all 16 atoms, in Å:
N (1.8324, -0.3110, -0.6654)
C (0.9120, -1.3387, -0.7512)
N (-0.4300, -1.1678, -0.3846)
C (-1.1421, -0.0595, 0.1965)
C (-0.3369, 1.0830, 0.5620)
S (-1.5581, 2.2959, 1.2211)
H (2.2792, 0.0510, 0.2265)
H (1.4307, 0.4281, -1.1261)
H (0.8527, -1.5844, -1.7416)
H (1.2726, -2.2828, -0.4019)
H (-0.9755, -1.6239, -1.1136)
H (-1.9084, 0.2307, -0.4907)
H (-1.5187, -0.4846, 1.0667)
H (0.5773, 1.0169, 1.2336)
H (0.0394, 1.5137, -0.4103)
H (-1.3265, 2.2334, 2.5789)

HOMO energy	-8.055	eV
LUMO energy	0.0291	Eh
energy relative to the best compared isomer or geometry (same formula, charge and spin)	215.3	kJ/mol
SMILES string	NCNCCS
DFT total energy	-627.91264	hartree

=====

Computed, not measured: 19 unconnected molecules or ions with the total composition H37O19, with ωB97M-V/def2-TZVPD.

Positions of all 56 atoms, in Å:
O (0.4742, -2.0326, 0.8246)
H (-2.0306, -3.9441, -0.0517)
H (1.1305, -2.2616, 1.4698)
O (-2.2382, -1.3822, 3.0683)
H (-0.6991, 4.6252, 1.0390)
H (-2.9822, -0.7840, 2.8992)
O (1.7203, 4.2410, -0.5896)
H (-2.7096, 0.7133, -2.4395)
H (-3.6551, 1.6293, 1.5385)
O (2.1772, -2.5253, -2.3525)
H (1.7307, -1.7777, -1.8639)
H (2.3614, -2.3611, -3.2649)
O (3.7931, -2.8634, 0.0195)
H (3.9048, -1.1929, 1.3642)
H (4.5629, -2.5300, -0.4232)
O (-0.9894, 0.4099, -1.5166)
H (0.0396, -0.0837, -1.6131)
H (-1.3257, -0.2661, -0.9130)
O (-3.9908, 0.8262, 1.9760)
H (0.5103, 1.7703, -3.8972)
H (-4.3575, 0.4604, 1.1622)
O (1.0614, 1.8888, -3.1256)
H (0.7215, 1.2711, 0.0365)
O (1.1034, -4.9162, 0.7365)
H (1.9228, 0.1410, -1.5349)
H (0.3215, -4.3373, 0.5804)
O (-3.4628, 1.3298, -2.3340)
H (0.0640, 4.9775, -0.1378)
H (-2.9301, 2.1183, -2.5046)
O (-1.0122, 1.0002, 3.9632)
H (-1.9334, 1.2320, 4.0539)
H (-1.0628, 0.0328, 3.8815)
O (-0.8566, 4.7850, 0.1015)
H (2.2934, 3.6624, -1.1017)
H (0.7129, 0.4798, 3.7264)
O (1.2581, -0.4289, -1.1352)
H (2.0536, 0.8975, 3.0397)
H (0.8860, 1.2910, -2.3956)
O (0.1930, 2.0354, 0.1430)
H (1.1113, 3.4938, -0.3727)
H (1.8360, -4.3798, 1.0065)
O (0.1993, -1.2989, -4.7410)
H (0.4585, -0.7297, -4.0001)
H (0.7643, -2.0373, -4.5120)
O (1.6514, 0.2601, 3.6307)
H (3.0280, -2.5567, -0.4598)
H (0.7522, -1.7270, -0.0322)
O (3.6208, -0.3232, 1.0727)
H (-0.5029, 1.8805, -0.5380)
H (2.7371, -0.2641, 1.4534)
O (-1.3983, -3.8812, 0.6706)
H (-1.7207, -3.1713, 1.2250)
H (-2.6097, -2.2627, 3.0467)
O (-3.2594, 2.8119, 0.1420)
H (-2.7300, 3.4924, 0.5769)
H (-2.6985, 2.5624, -0.5975)

HOMO energy	-7.470	eV
net charge	-1
LUMO energy	0.0835	Eh
energy relative to the best compared isomer or geometry (same formula, charge and spin)	251.5	kJ/mol
DFT total energy	-1451.80677	hartree

=====

Computed, not measured: a molecular structure, C3H10N7O5ReS, with ωB97M-V/def2-TZVPD.

Positions of all 27 atoms, in Å:
Re (0.2049, 1.1661, -0.3421)
N (5.4211, 0.2457, -1.1010)
N (4.1123, -0.0574, -0.8154)
N (3.6866, -1.3020, -0.7651)
C (2.3918, -1.1368, -0.5711)
N (2.0874, 0.1734, -0.5243)
N (3.2165, 0.8540, -0.6865)
H (6.0064, -0.4878, -0.7175)
H (5.6386, 1.1551, -0.7092)
H (1.6806, -1.9424, -0.4835)
O (1.0096, 2.5873, -0.6133)
C (-1.0702, -2.1146, 2.3021)
S (-1.0517, -1.9361, 0.5549)
O (-0.2953, -2.9965, -0.0309)
O (-2.4019, -1.7190, 0.1011)
O (-0.2541, -0.6227, 0.3591)
H (-1.6243, -3.0268, 2.5145)
H (-1.5677, -1.2540, 2.7418)
H (-0.0456, -2.2039, 2.6535)
N (-3.7163, 0.7010, -0.3680)
C (-2.9573, 1.7742, -0.4635)
N (-3.4747, 2.9931, -0.6042)
O (-1.6839, 1.6714, -0.4268)
H (-4.7186, 0.7645, -0.4198)
H (-3.2774, -0.2155, -0.2438)
H (-4.4658, 3.1527, -0.6487)
H (-2.8509, 3.7770, -0.6922)

HOMO energy (alpha / beta)	-12.572 / -12.184	eV
expectation value of S²	0.76
net charge	+1
LUMO energy (alpha / beta)	-0.1334 / -0.1643	Eh
2S+1	2
energy relative to the best compared isomer or geometry (same formula, charge and spin)	34.3	kJ/mol
DFT total energy	-1356.04189	hartree

=====

Computed, not measured: a molecular structure, C3H2FIO2, with ωB97M-V/def2-TZVPD.

Positions of all 9 atoms, in Å:
C (0.6644, -0.5547, 0.3569)
C (0.7168, 0.6414, -0.4287)
C (-1.2682, 0.5416, 0.3298)
O (-0.5801, -0.5578, 0.9077)
O (-0.4877, 1.1293, -0.5088)
F (1.0762, -1.9360, -0.6178)
I (-3.2457, 0.3806, 0.1103)
H (1.5298, -0.7391, 0.9430)
H (1.5944, 1.0946, -1.0924)

HOMO energy (alpha / beta)	-8.423 / -8.161	eV
LUMO energy (alpha / beta)	-0.0238 / -0.0314	Eh
energy relative to the best compared isomer or geometry (same formula, charge and spin)	277.7	kJ/mol
DFT total energy	-663.39474	hartree